Entry 1:
This record from OMol25 describes a cluster of 7 separate species, C28H35N7 in total in a non-equilibrium geometry. The level of theory is ωB97M-V/def2-TZVPD.

- energy above the lowest of the compared OMol25 structures with the same formula, charge and spin (kJ/mol) = 105.7
- net charge = 0
- SMILES = c1cc[nH]c1.c1cc[nH]c1.c1cc[nH]c1.c1cc[nH]c1.c1cc[nH]c1.c1cc[nH]c1.c1cc[nH]c1
- LUMO energy (eV) = 0.61
- spin multiplicity = 1
- HOMO energy (eV) = -7.9
- Kohn-Sham gap (eV) = 8.4954

Atoms and positions in Å:
1 C -0.728 4.065 1.985
2 C 0.257 4.952 2.438
3 C 0.539 4.693 3.761
4 N -0.148 3.544 4.057
5 C -0.894 3.130 2.989
6 H -1.151 4.088 0.996
7 H 0.604 5.815 1.886
8 H 1.154 5.178 4.496
9 H 0.019 2.952 4.852
10 H -1.451 2.209 3.047
11 C 4.366 -0.881 3.179
12 C 3.344 -0.162 3.765
13 C 3.251 1.024 3.057
14 N 4.160 0.977 2.036
15 C 4.896 -0.183 2.102
16 H 4.584 -1.925 3.372
17 H 2.737 -0.330 4.639
18 H 2.536 1.822 3.184
19 H 4.353 1.686 1.352
20 H 5.635 -0.444 1.367
21 C -2.072 -1.566 -0.397
22 C -2.525 -2.814 -0.913
23 C -3.047 -3.546 0.111
24 N -2.891 -2.822 1.270
25 C -2.376 -1.609 0.962
26 H -1.556 -0.804 -0.954
27 H -2.469 -3.137 -1.941
28 H -3.542 -4.503 0.111
29 H -3.248 -3.120 2.157
30 H -2.203 -0.852 1.708
31 C 0.326 0.724 -1.453
32 C 1.200 -0.332 -1.121
33 C 1.688 -0.132 0.152
34 N 1.003 0.947 0.651
35 C 0.151 1.444 -0.268
36 H -0.194 1.037 -2.342
37 H 1.558 -1.141 -1.742
38 H 2.362 -0.682 0.786
39 H 1.152 1.237 1.603
40 H -0.479 2.285 -0.046
41 C -0.070 -1.545 5.694
42 C -0.340 -0.634 4.643
43 C -0.008 -1.329 3.493
44 N 0.346 -2.603 3.811
45 C 0.235 -2.776 5.176
46 H -0.196 -1.278 6.733
47 H -0.779 0.344 4.719
48 H 0.071 -1.146 2.430
49 H 0.669 -3.287 3.154
50 H 0.479 -3.712 5.646
51 C -1.392 2.729 -5.580
52 C -2.781 2.571 -5.789
53 C -3.080 3.184 -6.984
54 N -1.957 3.748 -7.479
55 C -0.906 3.487 -6.634
56 H -0.817 2.323 -4.766
57 H -3.379 1.918 -5.174
58 H -4.048 3.324 -7.439
59 H -1.923 4.325 -8.296
60 H 0.079 3.904 -6.752
61 C 0.089 -4.592 -4.458
62 C -0.530 -3.397 -4.835
63 C -0.478 -2.545 -3.753
64 N -0.054 -3.295 -2.672
65 C 0.383 -4.511 -3.111
66 H 0.319 -5.407 -5.125
67 H -0.863 -3.050 -5.800
68 H -0.707 -1.508 -3.567
69 H -0.112 -2.875 -1.760
70 H 0.848 -5.190 -2.416

Entry 2:
This record from OMol25 describes a cluster of 6 separate species, C20H56N4O6 in total in a non-equilibrium geometry. The level of theory is ωB97M-V/def2-TZVPD.

- energy above the lowest of the compared OMol25 structures with the same formula, charge and spin (kJ/mol) = 161.4
- net charge = 0
- SMILES = COC[C@H](C)N.COC[C@H](C)N.COC[C@H](C)N.COC[C@H](C)N.CCO.CCO
- LUMO energy (eV) = 0.44
- spin multiplicity = 1
- HOMO energy (eV) = -9.0
- Kohn-Sham gap (eV) = 9.4861

Atoms and positions in Å:
1 C 5.203 -3.873 2.823
2 O 4.212 -4.899 2.919
3 C 3.066 -4.585 2.131
4 C 2.423 -5.909 1.733
5 C 3.389 -6.856 0.983
6 N 1.073 -5.759 1.180
7 H 4.702 -2.934 3.063
8 H 5.747 -3.916 1.879
9 H 5.892 -4.139 3.625
10 H 2.392 -3.995 2.756
11 H 3.353 -4.043 1.223
12 H 2.307 -6.500 2.649
13 H 4.160 -7.199 1.680
14 H 3.975 -6.344 0.213
15 H 2.976 -7.806 0.643
16 H 0.912 -6.482 0.489
17 H 1.014 -4.867 0.699
18 C -4.851 -1.577 -0.432
19 O -5.686 -0.598 -1.001
20 C -6.746 -0.256 -0.124
21 C -7.333 1.086 -0.581
22 C -8.590 1.427 0.195
23 N -7.563 1.124 -2.053
24 H -5.325 -2.506 -0.106
25 H -4.255 -1.130 0.373
26 H -4.105 -1.850 -1.183
27 H -7.531 -1.022 -0.102
28 H -6.296 -0.164 0.873
29 H -6.632 1.922 -0.495
30 H -9.060 2.338 -0.176
31 H -8.380 1.531 1.260
32 H -9.378 0.683 0.039
33 H -6.661 1.363 -2.441
34 H -7.816 0.181 -2.334
35 C 2.474 3.889 2.900
36 O 2.531 4.550 1.658
37 C 2.664 3.629 0.594
38 C 2.955 4.444 -0.667
39 C 1.817 5.325 -1.168
40 N 3.376 3.557 -1.778
41 H 2.134 4.578 3.672
42 H 3.481 3.531 3.140
43 H 1.762 3.057 2.942
44 H 3.615 3.079 0.675
45 H 1.814 2.944 0.593
46 H 3.832 5.054 -0.427
47 H 2.183 6.179 -1.740
48 H 1.283 5.663 -0.278
49 H 1.093 4.841 -1.825
50 H 3.737 4.063 -2.573
51 H 4.087 2.916 -1.438
52 C 3.873 -0.109 2.204
53 O 2.732 -0.828 1.828
54 C 1.769 -0.285 0.944
55 C 0.564 -1.198 0.880
56 C -0.639 -0.694 0.071
57 N 0.073 -1.592 2.242
58 H 4.508 -0.031 1.310
59 H 4.571 -0.764 2.733
60 H 3.776 0.806 2.785
61 H 1.436 0.613 1.494
62 H 2.181 0.039 -0.016
63 H 0.926 -2.156 0.485
64 H -0.334 -0.396 -0.934
65 H -1.197 0.116 0.542
66 H -1.323 -1.533 -0.057
67 H -0.267 -0.715 2.644
68 H 0.977 -1.726 2.705
69 C 1.626 -0.003 -3.360
70 C 1.261 1.458 -3.219
71 O 1.084 1.862 -1.871
72 H 2.525 -0.282 -2.815
73 H 1.736 -0.151 -4.440
74 H 0.823 -0.700 -3.106
75 H 0.403 1.751 -3.834
76 H 2.084 2.014 -3.684
77 H 1.735 2.572 -1.676
78 C -2.878 1.289 -2.661
79 C -2.589 2.569 -1.879
80 O -1.481 3.224 -2.455
81 H -3.572 0.629 -2.130
82 H -1.976 0.702 -2.841
83 H -3.310 1.565 -3.624
84 H -2.341 2.321 -0.836
85 H -3.477 3.202 -1.847
86 H -0.702 2.685 -2.262

Entry 3:
This record from OMol25 describes a structure of composition C20H24F4N4OS3Sn in a non-equilibrium geometry. The level of theory is ωB97M-V/def2-TZVPD.

- energy above the lowest of the compared OMol25 structures with the same formula, charge and spin (kJ/mol) = 149.6
- net charge = 0
- LUMO energy (eV) = 0.13
- spin multiplicity = 1
- HOMO energy (eV) = -7.4
- Kohn-Sham gap (eV) = 7.5416

Atoms and positions in Å:
1 Sn -0.593 0.089 0.426
2 C -1.968 -3.692 -2.150
3 C -1.597 -2.293 -1.697
4 N -2.226 -1.915 -0.391
5 C -3.643 -1.496 -0.424
6 C -3.928 -0.399 -1.460
7 C -2.021 -2.852 0.704
8 C -0.555 -2.928 1.173
9 N -0.069 -1.627 1.680
10 C 0.962 -1.561 2.525
11 C 1.946 -2.640 2.713
12 F 1.887 -3.677 1.788
13 C 2.783 -2.601 3.815
14 F 3.296 -3.805 4.276
15 C 2.949 -1.478 4.687
16 C 2.282 -0.335 4.255
17 F 2.718 0.849 4.753
18 C 1.275 -0.371 3.312
19 F 0.722 0.838 2.839
20 H -1.475 -4.351 -1.398
21 H -3.041 -3.828 -2.025
22 H -1.556 -3.920 -3.182
23 H -0.532 -2.294 -1.509
24 H -1.804 -1.576 -2.499
25 H -4.288 -2.379 -0.558
26 H -3.934 -1.167 0.593
27 H -3.994 -0.844 -2.484
28 H -4.881 0.117 -1.267
29 H -3.164 0.363 -1.532
30 H -2.721 -2.767 1.507
31 H -2.294 -3.850 0.396
32 H -0.448 -3.623 2.040
33 H 0.072 -3.305 0.372
34 H 3.736 -1.519 5.458
35 O 1.067 -0.832 -0.556
36 N 2.205 -0.062 -0.764
37 C 3.295 -0.761 -1.086
38 C 4.512 -0.112 -1.312
39 C 4.451 1.286 -1.350
40 C 3.345 1.977 -0.958
41 C 2.200 1.315 -0.600
42 S 1.038 2.216 0.189
43 H 3.130 -1.839 -1.138
44 H 5.406 -0.533 -1.486
45 H 5.360 1.798 -1.585
46 H 3.357 3.075 -0.925
47 S 0.138 7.072 0.849
48 C -0.860 6.278 -0.178
49 N -0.748 6.406 -1.523
50 C -1.338 5.348 -2.364
51 C -1.700 4.204 -1.348
52 S -2.068 4.999 0.171
53 H -0.170 7.143 -1.942
54 H -0.672 4.938 -3.170
55 H -2.304 5.711 -2.723
56 H -0.915 3.478 -1.218
57 H -2.623 3.732 -1.719

Entry 4:
This record from OMol25 describes the molecule C5H8O2 in a non-equilibrium geometry. The level of theory is ωB97M-V/def2-TZVPD.

- energy above the lowest of the compared OMol25 structures with the same formula, charge and spin (kJ/mol) = 200.9
- net charge = 0
- SMILES = O=C1CC[C@@H]1CO
- LUMO energy (eV) = 0.83
- spin multiplicity = 1
- HOMO energy (eV) = -9.4
- Kohn-Sham gap (eV) = 10.2789

Atoms and positions in Å:
1 O -1.005 -2.078 0.427
2 C -0.926 -0.897 0.206
3 C -1.945 0.211 -0.089
4 C -0.751 1.115 -0.508
5 C 0.242 0.061 0.088
6 C 1.641 -0.366 -0.311
7 O 2.393 -0.129 0.927
8 H -2.687 -0.028 -0.857
9 H -2.468 0.545 0.816
10 H -0.706 2.090 -0.021
11 H -0.726 1.273 -1.595
12 H 0.727 0.291 1.100
13 H 1.712 -1.425 -0.587
14 H 2.110 0.266 -1.072
15 H 2.388 -0.929 1.473